Entry from the Open Molecules 2025 dataset: a structure of composition C3H10O2 (wB97M-V/def2-TZVPD).

XYZ file:
```
15
Properties=species:S:1:pos:R:3:forces:R:3
C 0.37356 0.88548 -1.06622 2.8 -0.4 2.1
O -0.70218 -0.65301 -1.38384 0.7 3.5 -1.5
C 0.27787 0.83421 0.45317 0.7 -0.5 -1.2
C 1.38158 1.39130 1.30936 0.0 1.2 0.8
H 0.26832 1.92379 -1.52911 -0.5 -1.4 0.3
H 1.17015 0.32946 -1.50450 1.0 0.2 -0.1
H -0.53107 0.45907 -1.67209 -3.3 -2.4 -1.4
H 0.11487 -0.20811 0.75940 0.0 0.4 -0.2
H -0.60645 1.37638 0.58443 -1.6 0.7 1.1
H 2.30044 0.87758 1.29603 1.1 -1.1 -0.6
H 1.04479 1.23221 2.32494 -0.1 0.2 0.4
H 1.69733 2.44643 1.24689 -0.7 -0.2 -0.4
H -2.05084 -2.19803 0.82184 -0.2 0.0 0.0
H -1.02731 -1.68740 -0.26661 -0.2 -1.2 2.4
O -1.12011 -2.24915 0.60396 0.4 0.9 -1.8
```
Positions in Å, forces in eV/Å.

energy relative to the best compared isomer or geometry (same formula, charge and spin)	112.6	kcal/mol
M	78.1	g/mol
multiplicity	1



Entry from the Open Molecules 2025 dataset: a structure of composition C33H29Cl2F3IrN2O9P (wB97M-V/def2-TZVPD).

XYZ file:
```
80
Properties=species:S:1:pos:R:3:forces:R:3
Ir -0.02776 -0.73696 -0.49674 -0.2 0.1 -0.2
O -1.70317 -4.38719 4.19495 0.0 0.0 0.0
C -1.39452 -3.24045 4.77065 0.2 -0.1 0.0
O -1.50792 -3.06339 5.95745 -0.1 0.0 0.0
C -0.85512 -2.15576 3.89097 -0.1 0.0 0.0
C -0.34703 -0.96225 4.36584 0.2 0.0 0.0
Cl -0.06333 -0.44779 5.95631 0.0 0.0 0.0
N 0.04896 -0.21857 3.30124 -0.1 0.0 -0.1
N -0.18292 -0.87771 2.15768 0.0 0.0 0.0
C -0.71890 -2.03430 2.48307 0.0 0.0 0.0
C -1.07286 -2.98154 1.37295 0.0 0.0 0.1
O -1.46007 -4.11407 1.65019 0.0 0.0 -0.1
O -0.97628 -2.54704 0.16968 0.0 0.0 -0.1
C 0.60416 1.09637 3.23879 0.0 0.0 0.0
C 0.11410 2.10836 4.05022 0.0 0.0 0.0
C 0.67017 3.37633 3.95528 0.0 0.0 0.0
C 1.68243 3.63159 3.04058 0.0 0.0 0.0
C 2.14667 2.61278 2.21858 0.0 0.0 0.0
C 1.61576 1.33771 2.32035 0.0 -0.1 0.1
H -1.56591 -4.36195 3.20278 -0.1 0.0 0.0
H -0.69558 1.91304 4.73809 0.0 0.0 0.0
H 0.29962 4.16826 4.59321 0.0 0.0 0.0
H 2.10804 4.62380 2.96658 0.0 0.0 0.0
H 2.93353 2.80567 1.50161 0.0 0.0 0.0
H 1.97572 0.52294 1.70730 0.0 0.0 0.0
F -4.62136 6.98026 2.30447 0.0 0.0 0.0
C -4.22390 6.94101 1.01854 0.0 0.0 0.0
F -5.30973 7.14268 0.25822 0.0 0.0 0.0
F -3.40602 7.99480 0.83587 0.0 0.0 0.0
C -3.53022 5.64487 0.69975 0.0 0.0 0.0
C -2.38609 5.31585 1.41890 0.0 0.0 0.0
C -1.72495 4.13357 1.15536 0.0 0.0 0.0
C -2.21089 3.26762 0.16743 0.1 0.0 0.0
C -3.35899 3.60859 -0.54915 0.0 0.0 0.0
C -4.01747 4.79741 -0.28232 0.0 0.0 0.0
C -1.52423 2.04471 -0.08237 -0.1 -0.1 0.0
C -0.93505 0.98101 -0.25461 0.2 0.1 0.0
H -2.01817 5.98760 2.18378 0.0 0.0 0.0
H -0.83381 3.86231 1.70448 0.0 0.0 0.0
H -3.73142 2.93548 -1.30927 0.0 0.0 0.0
H -4.90784 5.06318 -0.83391 0.0 0.0 0.0
C -0.72615 1.23441 -4.10483 0.0 0.0 0.0
C 0.58578 0.48257 -4.05321 -0.1 -0.1 -0.1
O 0.38219 -0.95543 -4.04416 -0.1 0.0 0.0
P -0.23014 -1.70423 -2.77902 0.2 -0.2 0.3
O 0.54554 -3.07210 -2.69733 0.1 0.1 -0.1
C 0.34522 -4.23728 -3.52945 0.0 -0.1 -0.1
C 0.89849 -5.42535 -2.78181 0.0 0.0 0.0
O -1.68895 -2.16302 -3.22270 -0.1 0.1 0.0
C -2.86210 -1.43749 -2.78823 -0.1 -0.1 0.1
C -3.78052 -2.39014 -2.06084 0.0 0.0 0.0
H -0.52723 2.30283 -4.20115 0.0 0.0 0.0
H -1.29841 1.09037 -3.18586 0.0 0.0 0.0
H -1.32771 0.91433 -4.95630 0.0 0.0 0.0
H 1.17739 0.75518 -3.18306 0.0 0.0 0.1
H 1.17245 0.65913 -4.95198 0.0 0.0 0.0
H 0.86458 -4.07356 -4.47478 0.0 0.0 0.0
H -0.72063 -4.35016 -3.72414 0.0 0.0 0.0
H 1.95395 -5.27572 -2.55557 0.0 0.0 0.0
H 0.79618 -6.32493 -3.38946 0.0 0.0 0.0
H 0.35946 -5.56715 -1.84581 0.0 0.0 0.0
H -3.32320 -1.01414 -3.68056 0.0 0.0 0.0
H -2.56553 -0.61531 -2.12945 0.0 0.0 0.0
H -4.11072 -3.18882 -2.72464 0.0 0.0 0.0
H -4.65941 -1.85732 -1.69551 0.0 0.0 0.0
H -3.25778 -2.82962 -1.21106 0.0 0.0 0.0
Cl 8.41569 -2.55439 -0.21476 0.0 0.0 0.0
C 6.73498 -2.13872 -0.31065 0.0 0.0 0.0
C 5.83090 -2.77047 0.52964 0.0 0.0 0.0
C 4.49037 -2.43503 0.44858 0.0 0.0 0.0
C 4.06399 -1.47695 -0.46495 0.0 0.0 0.0
C 4.98312 -0.85353 -1.30094 0.0 0.0 0.0
C 6.32545 -1.18167 -1.22733 0.0 0.0 0.0
C 2.62614 -1.11765 -0.54804 0.1 0.0 -0.1
O 2.21090 -0.26105 -1.36352 0.0 0.0 0.1
O 1.79946 -1.69142 0.23304 -0.1 0.0 0.0
H 6.17811 -3.51329 1.23382 0.0 0.0 0.0
H 3.76295 -2.91301 1.09035 0.0 0.0 0.0
H 4.63451 -0.11216 -2.00706 0.0 0.0 0.0
H 7.05304 -0.70650 -1.87006 0.0 0.0 0.0
```
Positions in Å, forces in eV/Å.

energy relative to the best compared isomer or geometry (same formula, charge and spin)	0.0	kcal/mol
M	948.7	g/mol
multiplicity	5



Entry from the Open Molecules 2025 dataset: a structure of composition C40H55CsN6O2P2S (wB97M-V/def2-TZVPD).

XYZ file:
```
107
Properties=species:S:1:pos:R:3:forces:R:3
Cs 0.50858 0.95816 -0.67608 -0.5 -1.1 -0.9
C -2.78776 2.55670 2.40256 0.0 0.0 0.0
C -2.72391 1.34618 3.29241 0.0 0.0 0.0
C -2.93437 1.47879 4.66085 0.0 0.0 0.0
C -2.91565 0.38013 5.50786 0.0 0.0 0.0
C -2.70526 -0.88205 4.97948 0.0 0.0 0.0
C -2.50050 -1.03432 3.61536 0.0 0.1 0.0
C -2.48421 0.06451 2.75804 -0.1 0.0 0.0
P -2.21339 -0.01371 0.94333 -0.2 0.0 0.2
C -1.64988 -1.74620 0.66318 0.0 0.0 -0.1
C -0.56293 -2.16173 1.44169 0.0 0.0 0.0
C 0.01468 -3.41174 1.29396 0.0 0.0 0.0
C -0.47200 -4.27184 0.32156 0.0 0.0 0.0
C -1.50314 -3.84911 -0.50106 0.0 0.0 0.0
C -2.10270 -2.59574 -0.36299 0.0 -0.1 0.0
C -3.18850 -2.21811 -1.33393 0.0 0.0 0.0
C -3.86574 0.26048 0.31553 0.0 0.0 0.0
C -4.97813 -0.21049 1.02670 0.0 0.0 -0.1
C -6.26891 0.08707 0.65705 0.0 -0.1 0.1
C -6.45506 0.92907 -0.46066 0.1 0.0 0.0
C -5.39796 1.40573 -1.17639 0.0 0.0 0.0
C -4.02743 1.07285 -0.86790 -0.1 -0.1 0.1
C -3.01019 1.51395 -1.69095 0.1 0.1 -0.1
H -2.98521 3.45671 2.98630 0.0 0.0 0.0
H -3.57260 2.44300 1.65112 0.0 0.0 0.0
H -1.84756 2.68697 1.85587 0.0 0.0 0.0
H -3.12958 2.46526 5.06840 0.0 0.0 0.0
H -3.08252 0.51047 6.56979 0.0 0.0 0.0
H -2.71249 -1.75335 5.62264 0.0 0.0 0.0
H -2.36087 -2.02802 3.21188 0.0 0.0 0.0
H -0.17729 -1.49122 2.20386 0.0 0.0 0.0
H 0.83692 -3.70852 1.93462 0.0 0.0 0.0
H -0.04243 -5.25589 0.17755 0.0 0.0 0.0
H -1.85276 -4.51094 -1.28550 0.0 0.0 0.0
H -3.24352 -2.96107 -2.13088 0.0 0.0 0.0
H -3.01020 -1.23851 -1.78550 0.0 0.0 0.0
H -4.16093 -2.16363 -0.84472 0.0 0.0 0.0
H -4.80813 -0.82743 1.90365 0.0 0.0 0.0
H -7.11253 -0.28760 1.22117 0.0 0.0 0.0
H -7.46066 1.20641 -0.75860 0.0 0.0 0.0
H -5.57586 2.04778 -2.03271 0.0 0.0 0.0
H -3.24142 2.09467 -2.57473 0.0 0.0 0.0
H -1.98975 1.18765 -1.56778 -0.1 0.0 0.0
C -0.32953 4.82914 0.12236 -0.1 -0.1 0.0
N 0.73505 4.99085 1.10035 0.2 0.0 0.0
C 0.81331 6.31246 1.68804 0.0 0.0 0.0
P 1.66160 3.70781 1.57848 -0.1 0.3 0.4
O 1.80485 2.74380 0.46235 1.0 1.0 0.6
N 0.95222 2.99785 2.89345 0.1 0.0 -0.1
C 0.17638 3.71698 3.88693 0.0 0.0 0.0
C 1.30211 1.63550 3.26982 0.0 0.0 0.0
N 3.11621 4.32931 2.07356 -0.2 0.0 -0.1
C 3.50870 4.55306 3.44850 0.0 0.0 0.0
C 3.94189 4.98884 1.07516 0.0 0.0 0.0
H -0.25487 5.61724 -0.63317 0.0 0.0 0.0
H -1.31914 4.88783 0.58483 0.0 0.0 0.0
H -0.24105 3.86810 -0.38204 0.0 0.1 0.1
H 1.00208 7.06263 0.91365 0.0 0.0 0.0
H 1.62159 6.35869 2.41660 0.0 0.0 0.0
H -0.11971 6.58258 2.19454 0.0 0.0 0.0
H -0.20972 4.64319 3.46629 0.0 0.0 0.0
H 0.76624 3.95328 4.78118 0.0 0.0 0.0
H -0.67100 3.10156 4.19354 0.0 0.0 0.0
H 1.86805 1.16654 2.46672 0.0 0.0 0.0
H 0.39019 1.05744 3.44903 0.0 0.0 0.0
H 1.90990 1.61107 4.18205 0.0 0.0 0.0
H 2.90779 3.94300 4.11920 0.0 0.0 0.0
H 3.40656 5.60485 3.74477 0.0 0.0 0.0
H 4.55634 4.26970 3.57712 0.0 0.0 0.0
H 3.62064 4.68381 0.08054 0.0 0.0 0.0
H 4.98669 4.69655 1.20311 0.0 0.0 0.0
H 3.87825 6.08098 1.14917 0.0 0.0 0.0
S 1.77134 4.00027 -5.44134 0.0 -0.1 0.1
C 2.57149 2.48742 -5.49850 -0.1 0.0 0.0
C 2.14093 1.70657 -4.47411 0.1 0.0 -0.1
N 1.20904 2.27563 -3.64984 -0.1 0.0 0.2
C 0.92630 3.47937 -4.04217 0.0 0.0 -0.1
H 3.29254 2.25032 -6.26184 0.0 0.0 0.0
H 2.47677 0.69864 -4.27635 0.0 0.0 0.0
H 0.20643 4.11518 -3.54770 0.0 0.0 0.0
C 4.43296 -4.81836 -4.25404 0.0 0.0 0.0
C 4.01888 -4.73545 -2.78972 0.0 0.0 -0.1
N 2.91902 -5.63684 -2.46988 0.0 0.0 0.0
C 3.26203 -7.02045 -2.15103 0.0 0.0 0.0
C 3.31783 -7.25332 -0.64825 0.0 0.0 0.0
C 1.60475 -5.33537 -2.63021 0.0 0.0 0.3
O 0.72037 -6.17001 -2.50999 0.0 0.0 -0.1
C 1.22931 -3.90506 -2.88428 -0.1 0.1 -0.1
C 0.46229 -3.57872 -3.99364 0.0 0.1 0.1
C 0.01548 -2.27476 -4.13372 0.0 -0.1 0.0
C 0.32426 -1.36063 -3.14073 -0.1 0.0 0.0
N 1.03964 -1.66435 -2.05810 0.1 -0.1 -0.2
C 1.48398 -2.91091 -1.94740 0.0 -0.1 0.1
H 5.29747 -4.18180 -4.44635 0.0 0.0 0.0
H 3.61491 -4.49129 -4.89755 0.0 0.0 0.0
H 4.69394 -5.84093 -4.52947 0.0 0.0 0.0
H 3.74262 -3.71394 -2.54201 0.0 0.0 0.0
H 4.85544 -5.00148 -2.14075 0.0 0.0 0.0
H 4.22424 -7.24386 -2.61504 0.0 0.0 0.0
H 2.51061 -7.66618 -2.60147 0.0 0.0 0.0
H 4.05180 -6.59717 -0.17669 0.0 0.0 0.0
H 3.59169 -8.28583 -0.42927 0.0 0.0 0.0
H 2.34179 -7.05638 -0.20518 0.0 0.0 0.0
H 0.20741 -4.34151 -4.71822 0.0 0.0 0.0
H -0.58646 -1.97360 -4.97975 0.0 0.0 0.0
H -0.04314 -0.34081 -3.21052 0.0 0.0 -0.1
H 2.04415 -3.14034 -1.04703 0.0 0.0 0.0
```
Positions in Å, forces in eV/Å.

calculated total energy	-3137.3019	a.u.
M	878.8	g/mol
multiplicity	1



Entry from the Open Molecules 2025 dataset: a cluster of 2 separate species, C4H6BrIO3S in total (wB97M-V/def2-TZVPD).

XYZ file:
```
16
Properties=species:S:1:pos:R:3:forces:R:3
C 1.29382 0.14397 -0.64826 2.3 -1.3 -0.5
C 2.72252 0.62820 -1.18598 -2.1 -1.8 0.3
C -1.10502 -1.47264 1.10394 -1.7 -1.0 0.6
C 0.31345 1.01971 -0.13274 -1.8 -1.2 1.2
O 1.06199 -1.07149 -0.53113 0.3 0.8 -0.3
O -2.23997 0.36422 -0.39275 -0.1 -0.8 -0.9
O -1.65175 1.11986 1.77392 0.9 -0.5 1.1
S -1.29941 0.25221 0.69210 0.4 2.0 -1.4
Br 0.28065 2.81748 -0.22116 0.0 0.6 0.0
I -5.03585 -0.40278 -0.15285 0.0 0.0 0.0
H 2.66552 1.61937 -1.54874 0.3 1.0 -0.3
H 3.13554 -0.08016 -1.91014 -0.7 0.2 -0.4
H 3.42138 0.46512 -0.39803 0.4 0.6 1.1
H -2.13228 -1.72636 1.63324 2.0 0.8 -0.7
H -1.19365 -2.01790 0.10144 0.9 0.7 1.6
H -0.23692 -1.65881 1.81716 -1.1 0.1 -1.4
```
Positions in Å, forces in eV/Å.

energy relative to the best compared isomer or geometry (same formula, charge and spin)	0.0	kcal/mol
M	341.0	g/mol
multiplicity	1